#A
Entry from the OMol25 dataset: a single C3H5N3O molecule (the ωB97M-V functional and the def2-TZVPD basis).

Properties
- gap between HOMO and LUMO (eV) = 10.76
- molar mass (g mol⁻¹) = 99.1
- charge = 0
- E_HOMO (eV) = -9.954

Last column: Mulliken charge in e.
Cartesian coordinates (Å):
O -2.31613 0.96518 -0.45773  -0.514
C -1.65942 -0.18245 0.00790  -0.291
C -0.20515 0.01503 0.28716  0.462
N 0.52120 -0.86498 1.02804  -0.569
C 1.75134 -0.61390 0.64048  -0.018
N 1.76113 0.39175 -0.25139  0.109
N 0.50221 0.80734 -0.49312  -0.626
H -1.68114 1.45195 -1.00161  0.349
H -1.63629 -0.97773 -0.75716  0.164
H -2.18925 -0.57756 0.87615  0.300
H 2.63433 -1.16457 0.93197  0.408
H 2.51719 0.74996 -0.81070  0.225

=====

#B
Entry from the OMol25 dataset: a single C3H5N3O molecule (the ωB97M-V functional and the def2-TZVPD basis).

Properties
- gap between HOMO and LUMO (eV) = 10.32
- molar mass (g mol⁻¹) = 99.1
- charge = 0
- E_HOMO (eV) = -9.509

Last column: Mulliken charge in e.
Cartesian coordinates (Å):
C 1.70663 -0.00004 0.52579  -1.045
C 0.50412 -0.03501 -0.43370  0.605
O 0.68890 0.34602 -1.65334  -0.181
N -0.61593 0.50388 -2.28747  -0.217
N -1.40353 0.27890 -1.39160  -0.144
C -0.83908 -0.04186 -0.18165  0.042
N -1.60504 -0.35009 0.93772  -0.544
H 2.43112 -0.81911 0.26305  0.287
H 1.39420 -0.24394 1.51572  0.329
H 2.16617 0.97213 0.45112  0.303
H -2.02578 0.44844 1.46215  0.266
H -2.40179 -1.05931 0.79224  0.299

=====

Stability verdict: #A, ahead by 1.499 eV

=====

#A
Entry from the OMol25 dataset: a single C3H5N3O molecule (the ωB97M-V functional and the def2-TZVPD basis).

Properties
- gap between HOMO and LUMO (eV) = 9.17
- molar mass (g mol⁻¹) = 99.1
- charge = 0
- E_HOMO (eV) = -8.393

Last column: Mulliken charge in e.
Cartesian coordinates (Å):
H 0.65261 -0.31482 -2.54899  0.189
N 0.64982 0.48077 -1.91539  -0.663
C 0.03153 0.33886 -0.73832  0.103
N -0.64079 1.47576 -0.55816  -0.165
O -0.83722 1.69172 0.80662  -0.273
C -0.47001 0.51632 1.38591  -0.496
C 0.03796 -0.38927 0.50402  0.480
N 0.51395 -1.69193 0.68936  -0.569
H -0.04023 1.77925 -1.62729  0.479
H -0.62531 0.47077 2.45680  0.405
H 1.30309 -1.88740 0.08177  0.262
H 0.77495 -1.88479 1.64896  0.248

=====

#B
Entry from the OMol25 dataset: a single C3H5N3O molecule (the ωB97M-V functional and the def2-TZVPD basis).

Properties
- gap between HOMO and LUMO (spin up / spin down) (eV) = 8.24 / 8.24
- molar mass (g mol⁻¹) = 99.1
- charge = 0
- E_HOMO (spin up / spin down) (eV) = -7.871 / -7.871

Last column: Mulliken charge in e.
Cartesian coordinates (Å):
N 2.06050 0.57833 -0.08154  -0.491
C 0.73914 0.22638 -0.20692  0.681
C 0.15109 -0.96942 0.19381  -0.733
N -1.08338 -0.96835 -0.44902  -0.190
C -1.28537 0.36326 -0.67538  0.342
O -2.24584 0.79051 0.21217  -0.488
N -0.16720 1.07005 -0.75594  -0.575
H 2.56434 0.09080 0.64167  0.226
H 2.24140 1.56930 -0.13438  0.264
H 0.59135 -1.84040 0.64062  0.340
H -1.89778 -1.47146 -0.13179  0.248
H -1.69727 0.46424 0.99383  0.377

=====

Stability verdict: #B, ahead by 1.840 eV